[1]
Entry from the OMol25 dataset: a cluster of 10 separate species, C29H57BBr20F4N3O3P2 in total in a non-equilibrium geometry (wB97M-V/def2-TZVPD).

Atoms and positions in Å:
C  -0.2855  2.7623  -0.1636
C  0.8551  1.8155  -0.7127
P  2.5654  2.1650  0.0333
C  2.8427  3.9703  -0.3340
C  2.3506  1.7607  1.8579
N  2.5027  2.7134  2.9807
P  2.3026  4.4784  3.2739
O  3.5121  5.2992  2.4065
Br  0.3105  5.0575  2.3386
C  2.8204  2.0338  4.0787
N  2.9968  2.7290  5.3201
C  2.9590  0.4848  3.7535
Br  4.2856  -0.0987  5.1195
C  1.7353  -0.4993  3.9879
O  0.4453  0.1588  4.0927
C  -0.5959  -0.7041  3.7929
F  -0.6397  -0.9875  2.4414
F  -0.5166  -1.8927  4.4519
F  -1.7579  -0.0526  4.0743
C  3.4596  0.6580  2.2402
B  4.9896  1.2342  2.1589
N  5.3099  2.6343  1.7411
O  6.1006  0.3947  2.4694
C  3.5012  -0.6269  1.3220
C  4.0947  -1.9013  1.9999
F  2.1889  -0.9310  0.8352
H  -1.2299  2.6896  -0.7690
H  -0.5256  2.5110  0.9091
H  0.0710  3.8239  -0.2571
H  0.8765  1.9112  -1.8313
H  0.5902  0.7678  -0.3844
H  2.1046  4.6840  0.1110
H  2.7514  4.0895  -1.4538
H  3.8635  4.3479  -0.0731
H  1.3363  1.2812  1.9244
H  4.3380  5.0770  2.8852
H  3.9765  2.7019  5.6192
H  2.4223  2.1970  5.9983
H  1.6816  -1.2738  3.1822
H  1.9129  -1.0531  4.9488
H  5.5652  3.2086  2.5485
H  6.1039  2.5593  1.0908
H  6.5556  0.7211  3.2660
H  4.1242  -0.3904  0.4176
H  3.7355  -2.8508  1.5114
H  5.2194  -1.8874  1.9041
H  3.8648  -2.0076  3.0900
Br  -3.6302  1.1856  -2.8174
C  -5.2255  2.0996  -2.1671
C  -4.8770  3.3910  -1.4749
Br  -4.1715  3.0707  0.3138
H  -5.7520  1.3974  -1.5266
H  -5.8245  2.2917  -3.0572
H  -5.7707  3.9964  -1.3247
H  -4.1318  3.9768  -2.0093
Br  1.1029  0.9120  -4.2860
C  0.3252  -0.8692  -4.4106
C  -0.5878  -1.1377  -3.2456
Br  0.4217  -1.5288  -1.6295
H  1.1514  -1.5734  -4.4828
H  -0.2341  -0.8752  -5.3461
H  -1.1940  -2.0253  -3.4271
H  -1.2404  -0.2992  -3.0111
Br  -7.9396  -0.1580  -2.5188
C  -7.2329  -1.8710  -1.9146
C  -6.0301  -2.2831  -2.7239
Br  -6.5532  -2.9595  -4.4730
H  -8.0508  -2.5872  -1.9663
H  -6.9570  -1.7150  -0.8715
H  -5.5094  -3.1105  -2.2420
H  -5.3285  -1.4686  -2.8956
Br  6.6284  -6.1279  1.3576
C  6.2540  -5.0475  -0.2192
C  7.3370  -4.0266  -0.4568
Br  7.1804  -2.5273  0.7794
H  5.2717  -4.6033  -0.0715
H  6.2074  -5.7550  -1.0469
H  7.2404  -3.5889  -1.4503
H  8.3405  -4.4296  -0.3389
Br  2.6459  2.6937  -7.9113
C  1.0387  3.5797  -7.2609
C  1.3700  4.8628  -6.5433
Br  2.0657  4.5155  -4.7566
H  0.5134  2.8621  -6.6334
H  0.4443  3.7825  -8.1517
H  0.4707  5.4585  -6.3881
H  2.1138  5.4647  -7.0609
Br  -10.4752  -4.3226  -4.7237
C  -9.4835  -4.7536  -6.3427
C  -9.4369  -6.2410  -6.5799
Br  -8.1507  -7.1078  -5.4012
H  -8.4975  -4.3057  -6.2386
H  -10.0222  -4.2538  -7.1476
H  -9.0884  -6.4571  -7.5898
H  -10.3949  -6.7302  -6.4183
Br  -8.1778  2.8058  -4.0611
C  -9.9674  3.5691  -4.1864
C  -10.9223  2.8854  -3.2422
Br  -11.4694  1.1455  -3.9240
H  -10.2696  3.4970  -5.2290
H  -9.8484  4.6189  -3.9187
H  -11.8445  3.4588  -3.1497
H  -10.5010  2.7203  -2.2524
Br  7.1151  -7.2886  4.6158
C  8.9802  -7.5160  4.0996
C  9.6082  -8.6875  4.8096
Br  10.0338  -8.2514  6.6594
H  9.4824  -6.5725  4.3031
H  8.9586  -7.6868  3.0230
H  10.5624  -8.9464  4.3510
H  8.9691  -9.5676  4.8303
Br  0.1947  1.4586  6.3973
C  -0.3589  2.2030  8.1132
C  -1.0256  3.5417  7.9335
Br  0.2855  4.9401  7.5870
H  0.5273  2.2470  8.7430
H  -1.0574  1.4759  8.5269
H  -1.5322  3.8437  8.8497
H  -1.7348  3.5599  7.1084

Values from the calculation:
gap between HOMO and LUMO = 6.5 eV
E_LUMO = -4.08 eV
total charge = +1
HOMO = -10.55 eV

[2]
Entry from the OMol25 dataset: a cluster of 2 separate species, C4H10P2 in total in a non-equilibrium geometry (wB97M-V/def2-TZVPD).

Atoms and positions in Å:
C  0.0036  1.9995  1.0817
C  1.0004  -1.2809  -0.6102
C  -0.0362  -0.3804  -1.2626
C  -1.2171  -0.0334  -0.4314
P  1.5487  2.0874  0.5806
P  -1.7271  -0.6451  1.1543
H  -0.6631  2.4196  1.8003
H  1.3909  -0.8092  0.2920
H  1.8298  -1.4419  -1.2956
H  0.5725  -2.2488  -0.3494
H  -0.3961  -0.8516  -2.1881
H  0.4544  0.5517  -1.5848
H  -1.9006  0.6827  -0.8686
H  2.0119  3.1129  1.4516
H  -0.5573  -1.3097  1.5055
H  -2.3146  -1.8527  0.7246

Values from the calculation:
gap between HOMO and LUMO (alpha / beta) = 7.5 / 8.8 eV
E_LUMO (alpha / beta) = -0.41 / 0.13 eV
energy relative to the best compared isomer or geometry (same formula, charge and spin) = 3.521 eV
HOMO (alpha / beta) = -7.87 / -8.68 eV

[3]
Entry from the OMol25 dataset: a cluster of 2 separate species, C2H3N2P in total in a non-equilibrium geometry (wB97M-V/def2-TZVPD).

Atoms and positions in Å:
C  -0.7148  0.3477  -0.0985
C  0.4350  1.0901  -0.0990
N  -0.4713  -0.9777  -0.0262
N  0.7801  -1.2093  0.0162
P  1.8604  0.1255  0.0324
H  -1.6341  0.7376  -0.0736
H  0.3176  2.0881  -0.0526
H  0.8849  -2.7958  0.1283

Values from the calculation:
gap between HOMO and LUMO = 8.0 eV
E_LUMO = -0.86 eV
energy relative to the best compared isomer or geometry (same formula, charge and spin) = 2.810 eV
HOMO = -8.87 eV

[4]
Entry from the OMol25 dataset: a cluster of 14 separate species, C4H36NO14S in total in a non-equilibrium geometry (wB97M-V/def2-TZVPD).

Atoms and positions in Å:
O  1.9715  -0.6622  -0.9683
C  0.8323  -1.0477  -0.9477
C  -0.1885  -0.4037  -0.0166
C  -1.4416  0.0764  -0.7941
C  -2.7062  -0.5704  -0.3502
S  -3.9867  -0.3525  -1.7604
N  0.5110  0.6875  0.8831
H  0.5559  -2.0267  -1.3631
H  -0.5633  -1.1229  0.6874
H  -1.4927  1.1616  -0.8772
H  -1.1011  0.0191  -1.9568
H  -3.1527  -0.2391  0.5603
H  -2.6516  -1.6730  -0.2905
H  -3.6407  -1.2860  -2.6286
H  0.8896  0.1565  1.7267
H  -0.3693  1.1881  1.3045
H  0.9283  1.4127  0.2869
H  -2.7658  0.4942  2.4139
H  -2.6179  2.1286  2.0677
O  -2.2685  1.2423  2.0992
H  -0.9894  -3.3480  -2.5141
H  -2.4574  -3.0645  -2.9713
O  -1.5520  -2.7578  -3.0158
H  -0.5708  1.3155  -4.4386
H  -0.4371  -0.3645  -4.0055
O  -0.6337  0.5566  -3.8729
H  3.5283  2.9801  2.0564
H  2.8919  1.9815  0.8999
O  2.8705  2.3031  1.8822
H  2.9553  -2.1880  -1.1996
H  3.6493  -3.5583  -0.7583
O  2.8280  -3.1450  -1.0394
H  2.7192  0.6926  2.9974
H  3.2879  -0.0054  1.9939
O  2.4198  -0.0591  2.4100
H  3.3222  0.9160  -0.6959
H  2.4836  2.1678  -1.4696
O  3.1058  1.8395  -0.7986
H  0.0244  3.8614  1.1737
H  1.5650  3.5128  0.7290
O  0.6381  3.4985  0.4888
H  0.5490  2.8645  -1.3370
H  0.8379  4.1848  -2.1345
O  1.0111  3.2154  -2.1157
H  -0.4816  3.8186  3.5199
H  0.5871  2.9341  3.1564
O  -0.2443  3.2312  2.7648
H  0.1119  -1.9785  2.8231
H  -0.4661  -1.3330  4.0670
O  -0.6931  -1.9788  3.3701
H  -1.4778  -3.5533  1.7667
H  -2.3040  -4.1938  0.6848
O  -1.5371  -3.5907  0.8054
H  1.0071  -2.9923  0.6849
H  2.3847  -2.6159  1.1669
O  1.4583  -2.3908  1.2865

Values from the calculation:
gap between HOMO and LUMO = 8.5 eV
E_LUMO = -2.72 eV
total charge = +1
HOMO = -11.26 eV

[5]
Entry from the OMol25 dataset: a structure of composition C38H34Cl2N2O8S4W (wB97M-V/def2-TZVPD).

Atoms and positions in Å:
W  0.6598  -0.1401  -1.0052
O  0.1380  -0.5920  0.5461
S  -0.6570  0.7153  3.3980
C  -2.4481  1.0291  3.3405
C  -3.0654  1.0825  1.9475
C  -3.0804  -0.2491  1.1944
C  -3.7833  -0.0615  -0.1553
S  -2.8989  -0.5286  -1.6729
O  -1.4050  -0.4272  -1.4725
C  -3.1586  -2.2921  -1.7057
C  -3.8643  -2.8212  -2.7729
C  -4.0056  -4.1998  -2.8753
C  -3.4399  -5.0244  -1.9190
C  -2.7372  -4.4808  -0.8484
C  -2.5885  -3.1092  -0.7355
C  0.0186  2.3580  3.4516
C  0.9580  2.6485  4.4346
C  1.5829  3.8872  4.4642
C  1.2542  4.8582  3.5299
C  0.3075  4.5790  2.5541
C  -0.2936  3.3321  2.5034
H  -2.6470  1.9562  3.8784
H  -2.8953  0.2214  3.9244
H  -2.5435  1.8098  1.3338
H  -4.0956  1.4451  2.0437
H  -3.6141  -1.0035  1.7792
H  -2.0596  -0.6122  1.0578
H  -4.0464  0.9826  -0.3210
H  -4.6972  -0.6559  -0.2378
H  -4.2719  -2.1682  -3.5337
H  -4.5387  -4.6260  -3.7137
H  -3.5319  -6.0982  -2.0100
H  -2.2975  -5.1414  -0.1136
H  -2.0283  -2.6671  0.0802
H  1.1963  1.8982  5.1773
H  2.3189  4.0967  5.2298
H  1.7357  5.8270  3.5582
H  0.0586  5.3225  1.8053
H  -0.9787  3.1073  1.7013
C  5.5791  -0.2494  -1.0490
C  4.1683  0.1475  -0.7384
S  2.9114  -0.7757  -1.5314
C  3.7687  1.1479  0.0547
C  4.6675  2.0887  0.7961
S  2.0699  1.3976  0.2802
H  5.6000  -1.1334  -1.6839
H  6.1411  -0.4786  -0.1418
H  6.1085  0.5449  -1.5796
H  5.6948  2.0011  0.4433
H  4.6528  1.8864  1.8689
H  4.3409  3.1202  0.6575
O  0.0723  -4.5159  -5.0009
C  0.3050  -5.0821  -3.8280
O  0.3284  -6.2764  -3.6765
C  0.5181  -4.1614  -2.6795
C  0.7391  -4.5419  -1.3612
Cl  0.8997  -6.0807  -0.6814
N  0.8477  -3.4325  -0.5894
N  0.6860  -2.3405  -1.3761
C  0.4982  -2.7599  -2.6188
C  0.3676  -1.6554  -3.6260
O  0.1094  -1.9175  -4.7930
O  0.5535  -0.5041  -3.0994
C  1.0025  -3.3436  0.8358
C  2.1414  -2.7594  1.3653
C  2.2307  -2.6093  2.7403
C  1.2085  -3.0566  3.5631
C  0.0888  -3.6672  3.0179
C  -0.0221  -3.8117  1.6443
H  0.1086  -3.5212  -4.9716
H  2.9210  -2.3971  0.7114
H  3.1001  -2.1261  3.1649
H  1.2815  -2.9260  4.6343
H  -0.7060  -4.0222  3.6602
H  -0.8956  -4.2726  1.2099
Cl  0.6881  8.2827  -2.1840
C  0.2552  6.6168  -1.9540
C  -1.0124  6.3080  -1.4802
C  -1.3469  4.9780  -1.2943
C  -0.4247  3.9735  -1.5752
C  0.8397  4.3036  -2.0481
C  1.1850  5.6308  -2.2417
C  -0.7955  2.5522  -1.2849
O  -1.8520  2.2550  -0.7501
O  0.1360  1.7020  -1.6216
H  -1.7147  7.0997  -1.2625
H  -2.3212  4.7012  -0.9142
H  1.5543  3.5168  -2.2459
H  2.1646  5.9053  -2.6066

Values from the calculation:
gap between HOMO and LUMO = 6.8 eV
E_LUMO = -0.67 eV
energy relative to the best compared isomer or geometry (same formula, charge and spin) = 0.000 eV
HOMO = -7.44 eV

no.,electronic energy (hartree)
1,-54116.3242
2,-840.9051
3,-528.7384
4,-1679.9917
5,-4760.2732